Record 1
ORCA calculation (ωB97M-V with the def2-TZVPD basis set) on a structure of composition C6H19N2S4SbSeSiW.

ORCA input file:
```
! RIJCOSX wB97M-V def2-TZVPD def2/J DEFGRID3
* xyz 0 1
W -0.91 0.26 -0.34
N -0.21 -1.32 1.39
C 0.74 -1.08 2.49
C 2.11 -0.66 1.97
C 2.13 0.74 1.36
N 1.41 0.77 0.07
H -1.12 -1.57 1.77
H 0.09 -2.12 0.85
H 0.85 -1.99 3.09
H 0.33 -0.30 3.13
H 2.47 -1.39 1.24
H 2.81 -0.68 2.80
H 3.16 1.06 1.21
H 1.64 1.45 2.03
H 1.89 0.17 -0.60
H 1.46 1.71 -0.32
S 0.19 -1.43 -1.62
Sb -1.43 -0.79 -3.40
S -1.07 1.83 -1.80
S -2.86 -0.60 -0.24
S -0.13 -0.18 -5.08
C -3.65 2.95 3.43
Si -2.96 3.06 1.69
C -2.29 4.77 1.30
C -4.20 2.50 0.41
Se -1.10 1.68 1.75
H -4.41 3.70 3.62
H -2.85 3.07 4.16
H -4.09 1.96 3.58
H -3.04 5.55 1.39
H -1.90 4.77 0.28
H -1.46 5.01 1.98
H -5.11 3.11 0.43
H -4.48 1.46 0.59
H -3.77 2.56 -0.59
*
```

Kohn-Sham gap in eV: 6.91
Relative energy (zero: lowest compared OMol25 entry of this formula, charge and spin) in kcal/mol: 14.6
Calculated total energy in eV: -134444.149
LUMO in eV: -1.20

---

Record 2
ORCA calculation (ωB97M-V with the def2-TZVPD basis set) on a structure of composition C27H31Br2CaFIN8O4S in a non-equilibrium geometry.

ORCA input file:
```
! RIJCOSX wB97M-V def2-TZVPD def2/J DEFGRID3
* xyz 1 1
Ca 2.84 0.38 0.53
C 0.80 2.01 4.19
C 1.04 2.37 2.79
O 1.68 1.56 2.06
N 0.50 3.52 2.35
C 0.64 3.96 1.00
C -0.58 3.78 0.11
C -1.93 3.69 0.54
C -2.93 3.73 -0.41
C -2.55 3.84 -1.79
C -1.22 3.94 -2.11
N -0.27 3.85 -1.21
H 0.55 2.84 4.86
H 1.77 1.55 4.52
H 0.01 1.29 4.27
H -0.11 4.04 3.04
H 1.41 3.26 0.59
H 1.00 5.01 0.89
H -2.25 3.74 1.59
H -3.99 3.71 -0.25
H -3.32 3.88 -2.61
H -0.87 4.34 -3.08
Br -3.38 -1.34 5.05
C -1.50 -1.54 4.37
Br -0.17 -1.87 5.70
H -1.24 -0.60 3.85
H -1.47 -2.40 3.74
N 2.44 1.12 -1.88
N 2.35 2.50 -1.84
C 3.35 3.28 -1.36
N 3.49 4.46 -2.01
S 4.42 2.78 -0.07
H 3.19 0.79 -2.52
H 1.60 0.71 -2.29
H 1.42 2.89 -1.69
H 2.92 4.66 -2.88
H 4.23 5.07 -1.73
C -2.40 -3.38 -4.08
C -2.23 -4.02 -2.70
C -3.54 -4.37 -2.14
C -4.48 -3.19 -1.86
C -3.77 -2.04 -1.19
C -4.50 -1.13 -0.43
C -3.83 -0.13 0.23
F -4.51 0.66 1.11
C -2.42 -0.07 0.19
C -1.66 -1.12 -0.41
C -0.21 -1.04 -0.34
O 0.34 0.04 0.01
C 0.48 -2.20 -0.91
C -0.30 -3.21 -1.51
N -1.61 -3.09 -1.72
C -2.32 -2.05 -1.15
C 1.97 -2.52 -0.66
O 2.19 -3.68 -0.35
O 2.74 -1.47 -0.71
H -2.87 -4.11 -4.72
H -1.45 -3.09 -4.54
H -3.07 -2.49 -4.10
H -1.49 -4.83 -2.73
H -3.46 -5.02 -1.25
H -4.02 -4.97 -2.89
H -5.35 -3.52 -1.34
H -4.96 -2.90 -2.84
H -5.61 -1.21 -0.35
H -1.82 0.76 0.64
H 0.19 -4.06 -1.93
I 7.61 -2.74 4.11
C 6.06 -2.15 2.73
C 5.66 -2.81 1.58
N 4.78 -1.99 0.95
N 4.70 -0.73 1.58
C 5.50 -0.85 2.66
H 5.96 -3.77 1.20
H 4.12 -2.23 0.12
H 5.74 -0.06 3.42
*
```

Kohn-Sham gap in eV: 8.19
Relative energy (zero: lowest compared OMol25 entry of this formula, charge and spin) in kcal/mol: 8.1
Calculated total energy in eV: -228788.588
LUMO in eV: -2.28

---

Record 3
ORCA calculation (ωB97M-V with the def2-TZVPD basis set) on an isolated molecule of C8H15N3O2S in a non-equilibrium geometry.

ORCA input file:
```
! RIJCOSX wB97M-V def2-TZVPD def2/J DEFGRID3
* xyz 0 1
C -1.34 1.85 0.82
C -0.05 1.97 1.02
C -3.49 -0.17 -0.01
C 1.50 -0.01 -0.39
C 0.95 -2.36 -0.05
C 3.83 -0.25 0.34
C 0.61 -0.89 0.03
C 2.88 -0.45 -0.83
N -1.88 1.64 -0.43
N -4.76 -0.63 -0.39
N -3.24 1.13 -0.53
O -2.71 -0.85 0.63
O 2.32 2.47 0.16
S 1.12 1.80 -0.37
H -1.90 2.07 1.75
H 0.32 2.30 1.90
H 0.35 -2.74 0.81
H 2.09 -2.66 0.10
H 0.68 -2.85 -0.95
H 3.38 -0.52 1.28
H 4.26 0.71 0.42
H 4.65 -0.82 0.31
H -0.33 -0.51 0.31
H -1.21 1.34 -1.17
H 2.92 -1.43 -1.25
H 3.07 0.04 -1.74
H -5.43 0.07 -0.50
H -5.00 -1.43 0.22
H -3.55 1.18 -1.48
*
```

Kohn-Sham gap in eV: 8.72
Relative energy (zero: lowest compared OMol25 entry of this formula, charge and spin) in kcal/mol: 22.1
Calculated total energy in eV: -27936.118
LUMO in eV: 0.49

---

Record 4
ORCA calculation (ωB97M-V with the def2-TZVPD basis set) on an isolated molecule of C24H33N7O in a non-equilibrium geometry.

ORCA input file:
```
! RIJCOSX wB97M-V def2-TZVPD def2/J DEFGRID3
* xyz 0 1
C -1.54 5.02 -0.32
H -0.52 5.37 -0.11
O -2.15 4.51 0.84
C -1.43 3.50 1.49
C -1.54 2.14 0.77
N -0.89 1.12 1.55
C 0.18 0.32 1.33
N 0.37 -0.41 2.40
N -0.59 -0.07 3.26
N -1.34 0.82 2.78
C 1.04 0.23 0.10
N 0.58 -0.71 -0.91
C -0.84 -0.82 -1.16
C -1.58 -1.79 -0.22
N -0.94 -3.09 -0.24
C 0.45 -2.96 0.15
C 1.16 -2.04 -0.85
H 2.22 -1.96 -0.61
H 1.06 -2.47 -1.85
H 0.91 -3.95 0.12
H 0.55 -2.55 1.17
C -1.64 -4.05 0.59
C -1.13 -5.44 0.35
C -0.95 -5.90 -0.95
C -0.48 -7.18 -1.18
C -0.20 -8.02 -0.12
C -0.38 -7.58 1.18
C -0.84 -6.29 1.41
H -0.98 -5.94 2.43
H -0.17 -8.23 2.01
H 0.16 -9.03 -0.30
H -0.34 -7.53 -2.19
H -1.16 -5.23 -1.77
H -2.70 -4.01 0.31
H -1.57 -3.79 1.66
H -2.61 -1.90 -0.58
H -1.63 -1.38 0.80
H -1.31 0.16 -1.12
H -0.95 -1.21 -2.18
C 1.27 1.62 -0.48
C 1.01 1.93 -1.81
C 1.23 3.20 -2.29
C 1.73 4.22 -1.47
C 2.02 3.89 -0.14
C 1.80 2.61 0.33
H 2.04 2.39 1.36
H 2.44 4.62 0.53
N 1.90 5.51 -1.93
C 1.70 5.80 -3.33
H 0.69 5.52 -3.64
H 2.42 5.27 -3.97
H 1.82 6.87 -3.50
C 2.66 6.45 -1.15
H 2.14 6.68 -0.22
H 3.66 6.08 -0.91
H 2.76 7.38 -1.71
H 1.02 3.39 -3.33
H 0.64 1.16 -2.47
H 2.01 -0.14 0.46
H -1.06 2.19 -0.20
H -2.60 1.88 0.66
H -0.37 3.77 1.58
H -1.87 3.40 2.49
H -2.16 5.87 -0.63
H -1.50 4.28 -1.13
*
```

Kohn-Sham gap in eV: 8.47
Relative energy (zero: lowest compared OMol25 entry of this formula, charge and spin) in kcal/mol: 55.9
Structure (SMILES): COCCn1nnnc1[C@H](c1ccc(N(C)C)cc1)N1CCN(Cc2ccccc2)CC1
Calculated total energy in eV: -37899.951
LUMO in eV: 0.54

---

Record 5
ORCA calculation (ωB97M-V with the def2-TZVPD basis set) on a cluster of 2 separate species, CH3O4P in total in a non-equilibrium geometry.

ORCA input file:
```
! RIJCOSX wB97M-V def2-TZVPD def2/J DEFGRID3
* xyz 0 3
C 1.78 -0.68 0.43
O 0.98 0.36 0.61
O -1.36 1.90 -0.91
O -1.65 -0.36 -0.08
O 2.99 -0.79 0.33
P -1.22 1.13 0.45
H 1.12 -1.55 0.33
H -1.30 1.15 -1.55
H -1.34 -1.16 0.40
*
```

Kohn-Sham gap (spin up / spin down) in eV: 6.52 / 6.36
Relative energy (zero: lowest compared OMol25 entry of this formula, charge and spin) in kcal/mol: 0.0
Calculated total energy in eV: -18560.635
LUMO (spin up / spin down) in eV: 0.31 / -4.09

---

Record 6
ORCA calculation (ωB97M-V with the def2-TZVPD basis set) on an isolated molecule of C5H6O.

ORCA input file:
```
! RIJCOSX wB97M-V def2-TZVPD def2/J DEFGRID3
* xyz 0 1
O 2.33 -0.38 0.39
C 1.19 -0.12 0.13
C 0.05 -1.10 -0.15
C -1.21 -0.26 0.11
C -0.90 1.21 0.20
C 0.56 1.27 0.03
H 0.15 -2.00 0.47
H 0.12 -1.42 -1.20
H -2.05 -0.46 -0.55
H -1.60 -0.44 1.13
H 0.44 1.52 -1.05
H 1.13 2.10 0.46
*
```

Kohn-Sham gap in eV: 8.87
Relative energy (zero: lowest compared OMol25 entry of this formula, charge and spin) in kcal/mol: 72.2
Calculated total energy in eV: -7326.152
LUMO in eV: 0.17